*one*
This record from OMol25 describes an isolated ion of composition C4H10N3S and charge +1. The level of theory is the ωB97M-V functional and the def2-TZVPD basis.

Summary:
LUMO energy in hartree: -0.1399
Multiplicity: 1
Net charge: +1

Atoms and positions in Å:
C1 -0.212 0.736 -1.333
C2 0.742 -0.611 1.933
C3 -0.533 0.058 1.751
C4 -0.049 -0.809 0.670
N1 -1.312 1.344 -0.801
N2 0.427 -0.308 -0.576
N3 1.378 -1.023 -1.326
S1 0.380 1.110 -2.884
H1 1.652 -0.054 2.100
H2 0.673 -1.575 2.606
H3 -1.370 -0.074 2.459
H4 -0.322 1.211 1.539
H5 -0.373 -1.901 0.547
H6 -2.015 0.870 -0.126
H7 -1.665 2.201 -1.277
H8 1.019 -1.950 -1.560
H9 -0.552 2.080 -2.987
H10 2.130 -1.308 -0.734

=====

*two*
This record from OMol25 describes an isolated ion of composition C4H10N3S and charge +1. The level of theory is the ωB97M-V functional and the def2-TZVPD basis.

Summary:
LUMO energy in hartree: -0.1775
Multiplicity: 1
Net charge: +1

Atoms and positions in Å:
C1 -0.624 0.871 1.007
C2 0.728 0.662 0.792
C3 -1.320 -0.821 -0.476
C4 2.599 -0.374 -0.333
N1 -1.545 0.327 0.123
N2 -2.544 1.136 -0.395
N3 1.176 -0.119 -0.216
S1 -0.425 -2.208 0.214
H1 -1.126 1.512 1.640
H2 1.407 0.970 1.419
H3 -1.635 -1.166 -1.372
H4 3.111 0.083 -1.081
H5 3.148 0.052 0.626
H6 2.881 -1.365 -0.541
H7 -3.228 0.601 -0.912
H8 -2.235 1.899 -0.965
H9 0.542 -0.131 -1.002
H10 -0.909 -1.930 1.473

=====

Which of them is most stable, and which least? Most stable: *one*; least stable: *two*.